#a
{"formula": "C6H5FN2", "method": "wB97M-V/def2-TZVPD", "symbols": ["C", "C", "C", "C", "C", "C", "N", "N", "F", "H", "H", "H", "H", "H"], "coordinates": [[-0.5460, 0.4441, 2.5821], [0.1200, 0.6654, -0.5374], [-0.8828, -0.2666, -0.4543], [1.2586, 0.8668, 0.2531], [-1.2988, -1.1328, 0.7766], [-1.0946, -0.7548, 2.0344], [-0.0248, 1.3396, 3.0871], [2.0404, 0.0660, 0.8001], [-1.5513, -1.6388, 3.0024], [-0.0571, 1.3025, -1.2979], [-1.4294, -0.4972, -1.2981], [1.4207, 1.8892, 0.5494], [-1.8079, -2.0716, 0.5694], [1.9301, -1.0081, 0.6395]], "mulliken_charge": [0.102, -0.316, -0.390, -0.465, -0.351, 0.567, -0.365, -0.422, -0.280, 0.436, 0.407, 0.381, 0.406, 0.291], "homo_lumo_gap_ev": 8.84, "multiplicity": 1, "smiles": "[H]\\N=C/C=C\\C=C(\\F)C#N", "charge": 0}

=====

#b
{"formula": "C6H5FN2", "method": "wB97M-V/def2-TZVPD", "symbols": ["C", "C", "C", "C", "C", "C", "N", "N", "F", "H", "H", "H", "H", "H"], "coordinates": [[-3.1410, 1.0192, -0.7323], [-2.3824, 0.0956, -0.6833], [2.0980, -0.3617, -0.6425], [1.9590, -0.3263, 0.7184], [0.0190, -0.8630, -0.2054], [-1.4722, -1.0982, -0.2594], [0.8420, -0.6882, -1.2015], [0.5846, -0.5836, 0.9664], [-1.8011, -1.6750, 0.9718], [-3.2587, 2.0179, -1.0246], [2.7666, -0.1947, -1.4480], [2.5249, -0.1544, 1.6581], [-1.6590, -1.8573, -1.0684], [0.0381, -0.6357, 1.7999]], "mulliken_charge": [-0.079, -0.512, -0.304, -0.387, 0.322, 0.381, -0.618, -0.024, -0.300, 0.331, 0.451, 0.357, 0.191, 0.192], "homo_lumo_gap_ev": 10.17, "multiplicity": 1, "smiles": "C#C[C@H](F)c1ncc[nH]1", "charge": 0}

=====

The structure with the least stability is #a.

=====

#a
{"formula": "C2HNO3S", "method": "wB97M-V/def2-TZVPD", "symbols": ["C", "C", "N", "O", "O", "O", "S", "H"], "coordinates": [[3.9962, 0.2579, 0.0618], [1.7783, -0.8492, 0.2170], [3.1322, -0.5857, -0.0435], [4.8924, 0.9846, -0.0048], [1.2188, -1.9162, 0.1033], [1.2178, 0.3856, 0.5460], [-0.3988, 0.3063, 1.0236], [-0.4434, 1.6379, 1.4252]], "mulliken_charge": [0.672, 0.652, -0.338, -0.373, -0.475, -0.244, -0.070, 0.175], "homo_lumo_gap_ev": 9.94, "multiplicity": 1, "smiles": "O=C=NC(=O)OS", "charge": 0}

=====

#b
{"formula": "C2HNO3S", "method": "wB97M-V/def2-TZVPD", "symbols": ["C", "C", "N", "O", "O", "O", "S", "H"], "coordinates": [[0.3350, 0.8593, 0.6702], [0.6863, -1.1559, -0.4657], [-1.0647, 0.6764, -0.3607], [0.4207, 1.7820, 1.3829], [1.3768, -2.0753, -0.7506], [1.1065, -0.1334, 0.3860], [-0.9501, -0.8510, -1.0110], [-1.9104, 0.8978, 0.1489]], "mulliken_charge": [0.561, 0.537, -0.372, -0.380, -0.427, -0.239, 0.039, 0.281], "homo_lumo_gap_ev": 9.56, "multiplicity": 1, "smiles": "O=c1[nH]sc(=O)o1", "charge": 0}

=====

The structure with the least stability is #b.

=====

#a
{"formula": "C3H6FN", "method": "wB97M-V/def2-TZVPD", "symbols": ["C", "C", "C", "N", "F", "H", "H", "H", "H", "H", "H"], "coordinates": [[-0.1158, 0.4471, 1.4626], [-1.2956, -0.0109, 1.3616], [-0.6093, 0.4968, -1.5523], [-1.4599, -0.5258, -1.0861], [-0.8291, -1.7518, -1.3134], [0.5343, 0.6996, 2.3555], [0.5308, 0.2975, 0.6015], [-2.3197, -0.2179, 1.2963], [0.0783, 0.0372, -2.3001], [-1.2276, 1.2688, -1.9981], [0.0052, 0.8855, -0.6891]], "mulliken_charge": [-0.578, -0.192, -0.427, -0.183, -0.174, 0.261, 0.247, 0.455, 0.308, 0.261, 0.024], "homo_lumo_gap_ev": [9.74, 8.15], "multiplicity": 1, "charge": 0}

=====

#b
{"formula": "C3H6FN", "method": "wB97M-V/def2-TZVPD", "symbols": ["C", "C", "C", "N", "F", "H", "H", "H", "H", "H", "H"], "coordinates": [[-1.0278, 0.9037, 1.2615], [0.0882, 0.3206, 0.8056], [0.8812, 0.5199, -0.3267], [0.6223, -1.3435, -1.3741], [0.5199, 1.4034, -1.2807], [-1.7443, 0.5211, 1.9792], [-1.3929, 1.8508, 0.9361], [0.2685, -0.6992, 1.3596], [1.9216, 0.2206, -0.1304], [-0.3696, -1.5490, -1.2838], [0.5901, -0.9834, -2.3192]], "mulliken_charge": [-0.657, -0.080, 0.183, -0.676, -0.239, 0.237, 0.259, 0.224, 0.315, 0.221, 0.214], "homo_lumo_gap_ev": [8.65, 8.64], "multiplicity": 1, "charge": 0}

=====

The structure with the least stability is #a.

=====

#a
{"formula": "C6H12NS", "method": "wB97M-V/def2-TZVPD", "symbols": ["C", "C", "C", "N", "C", "S", "C", "C", "H", "H", "H", "H", "H", "H", "H", "H", "H", "H", "H", "H"], "coordinates": [[2.4858, -0.4645, -0.0088], [1.0522, -0.8904, -0.3255], [0.0322, 0.1323, 0.1248], [0.3243, 1.5672, -0.0313], [-0.6604, 2.3196, 0.3131], [-2.0655, 1.4293, 0.7415], [-1.4116, 0.0257, -0.2997], [-2.1502, -1.2261, 0.0877], [2.6597, -0.4604, 1.0603], [3.1783, -1.1493, -0.4735], [2.7047, 0.5300, -0.3836], [0.8687, -1.7839, 0.2559], [0.9710, -1.1310, -1.3813], [0.0122, 0.0262, 1.2182], [1.1931, 1.9687, -0.3670], [-0.6150, 3.3945, 0.2853], [-1.4884, 0.3003, -1.3477], [-1.9677, -2.0229, -0.6213], [-1.9089, -1.5422, 1.0970], [-3.2148, -1.0231, 0.0559]], "mulliken_charge": [-1.341, -0.524, -0.237, -0.017, -0.099, -0.028, 0.231, -1.468, 0.350, 0.398, 0.351, 0.343, 0.398, 0.312, 0.250, 0.433, 0.426, 0.381, 0.389, 0.451], "homo_lumo_gap_ev": 9.94, "multiplicity": 1, "charge": 1}

=====

#b
{"formula": "C6H12NS", "method": "wB97M-V/def2-TZVPD", "symbols": ["C", "C", "C", "C", "C", "C", "N", "S", "H", "H", "H", "H", "H", "H", "H", "H", "H", "H", "H", "H"], "coordinates": [[0.0773, 0.7150, 0.8017], [-1.5948, 1.0405, 0.9365], [1.1508, 0.3667, -0.4341], [-2.1677, 0.6468, -0.3437], [1.0023, 0.2844, -1.9663], [1.2349, -1.4662, 1.3722], [0.4916, -0.6313, 0.4148], [-2.5963, 1.4604, 2.1844], [0.6926, 1.1635, 1.6895], [2.1581, 0.7163, -0.2900], [-3.0301, 1.2729, -0.6706], [-2.8054, -0.2464, -0.2240], [-1.5296, 0.5212, -1.1827], [0.7161, 1.2196, -2.5082], [0.3418, -0.6243, -2.1433], [1.9481, 0.0612, -2.4129], [1.9947, -0.9665, 2.0018], [0.5595, -1.9050, 2.0497], [1.5247, -2.4075, 0.8369], [-0.1684, -1.2214, -0.1118]], "mulliken_charge": [-0.137, 0.204, 0.085, -1.129, -1.375, -0.980, 0.013, -0.102, 0.405, 0.379, 0.383, 0.344, 0.280, 0.296, 0.326, 0.425, 0.357, 0.422, 0.364, 0.442], "homo_lumo_gap_ev": [8.33, 8.33], "multiplicity": 1, "smiles": "CC(=S)[C@@H]1[C@H](C)[N@H+]1C", "charge": 1}

=====

#c
{"formula": "C6H12NS", "method": "wB97M-V/def2-TZVPD", "symbols": ["C", "C", "C", "C", "C", "C", "N", "S", "H", "H", "H", "H", "H", "H", "H", "H", "H", "H", "H", "H"], "coordinates": [[0.0867, 0.1433, 2.2391], [-1.3854, -1.6697, -0.5740], [-2.3565, -1.6811, -1.3937], [0.1507, 0.5326, 0.9892], [-2.7854, -2.7700, -2.3646], [2.4314, 1.7740, 1.1773], [1.1455, 1.4847, 0.4939], [3.1631, 3.3471, 0.6170], [0.7607, 0.4199, 3.1022], [-0.7232, -0.5585, 2.3954], [-0.7871, -0.8792, -0.1010], [-2.8432, -0.8153, -1.8177], [-2.7058, -3.6931, -1.8677], [-3.7695, -2.6972, -2.7197], [-2.1015, -2.8404, -3.3310], [2.0677, 1.9810, 2.2158], [3.2638, 1.0513, 1.0065], [1.2498, 1.3396, -0.5100], [0.8581, 2.5731, 0.5828], [4.2802, 2.9577, -0.1397]], "mulliken_charge": [-0.725, 0.411, -0.173, 0.055, -1.015, -0.605, -0.101, -0.168, 0.225, 0.292, -0.130, 0.306, 0.327, 0.363, 0.246, 0.349, 0.344, 0.344, 0.447, 0.205], "homo_lumo_gap_ev": [5.84, 9.48], "multiplicity": 1, "charge": 1}

=====

#d
{"formula": "C6H12NS", "method": "wB97M-V/def2-TZVPD", "symbols": ["C", "C", "C", "C", "C", "C", "N", "S", "H", "H", "H", "H", "H", "H", "H", "H", "H", "H", "H", "H"], "coordinates": [[1.8897, -1.9274, -0.0631], [2.2349, -0.4532, -0.0592], [-1.7981, 1.9337, 0.1780], [-0.9842, 0.8247, -0.6315], [0.8500, -0.9093, 0.1742], [-0.5462, -0.6018, -0.1132], [-0.0590, -0.6864, 1.3004], [-1.6751, -1.9812, -0.4805], [1.8704, -2.4514, -1.0080], [2.2201, -2.5455, 0.7567], [2.7977, -0.0627, 0.7750], [2.4624, 0.0270, -0.9996], [-2.5719, 1.4840, 0.7948], [-1.1323, 2.5276, 0.7941], [-1.5878, 0.6061, -1.5127], [-0.0742, 1.3141, -0.9853], [0.0247, 0.1824, 1.8318], [-0.3652, -1.4777, 1.8710], [-2.2677, 2.5721, -0.5614], [-1.4575, -1.9692, -1.7918]], "mulliken_charge": [-0.489, -0.478, -1.162, -0.684, 0.132, 0.480, -0.271, -0.112, 0.238, 0.244, 0.258, 0.243, 0.331, 0.354, 0.409, 0.316, 0.315, 0.300, 0.372, 0.206], "homo_lumo_gap_ev": 10.57, "multiplicity": 1, "smiles": "CC[C@]1(S)[NH2+]C12CC2", "charge": 1}

=====

The structure with the least stability is #c.